1.
{
  "formula": "C12H14F3NO4S",
  "method": "ωB97M-V with the def2-TZVPD basis set",
  "total_charge": 0,
  "gap_ev": 10.431,
  "smiles": "CC(C)[C@@H](NS(=O)(=O)c1cccc(C(F)(F)F)c1)C(=O)O",
  "multiplicity": 1,
  "homo_ha": -0.36901,
  "e_lumo_ev": 0.39,
  "energy_ev": -41339.901,
  "elements": ["C", "C", "C", "C", "N", "S", "O", "O", "C", "C", "C", "C", "C", "C", "F", "F", "F", "C", "C", "O", "O", "H", "H", "H", "H", "H", "H", "H", "H", "H", "H", "H", "H", "H", "H"],
  "coordinates": [[3.65955, 0.57597, 0.46876], [3.08436, -0.72254, -0.08987], [3.65460, -1.92935, 0.65162], [1.55456, -0.71311, 0.03535], [0.92916, 0.42060, -0.61917], [0.39777, 1.71422, 0.28534], [0.63700, 1.45392, 1.67104], [0.88177, 2.92664, -0.30551], [-1.36491, 1.59160, -0.02764], [-2.05291, 2.63468, -0.61528], [-3.40578, 2.49335, -0.88435], [-4.05477, 1.30738, -0.58083], [-3.34445, 0.26686, 0.00484], [-4.00537, -1.04503, 0.33037], [-3.32726, -2.08654, -0.19159], [-5.25672, -1.13898, -0.13506], [-4.07051, -1.27131, 1.65175], [-1.99364, 0.40789, 0.29713], [0.90274, -1.93913, -0.60222], [1.25658, -2.46604, -1.61952], [-0.17778, -2.31614, 0.08191], [3.41671, 0.66838, 1.52488], [4.74095, 0.58534, 0.35622], [3.25134, 1.44520, -0.04274], [3.33274, -0.81151, -1.15358], [4.73842, -1.93875, 0.57000], [3.38853, -1.88706, 1.70541], [3.27267, -2.85599, 0.23061], [1.25961, -0.65202, 1.08667], [1.35603, 0.69204, -1.49012], [-1.51497, 3.53829, -0.85482], [-3.95581, 3.30266, -1.33827], [-5.10440, 1.18572, -0.80075], [-1.43692, -0.39271, 0.75708], [-0.64893, -3.04453, -0.35764]],
  "forces_ev_per_a": [[-0.1, -0.2, -0.2], [-0.1, 0.0, 0.2], [-0.1, 0.1, -0.3], [0.2, -0.3, 0.1], [-0.1, 0.7, 0.5], [-0.4, 0.0, -0.6], [-0.1, -0.3, 0.0], [-0.1, -0.1, -0.2], [0.4, 0.1, 0.1], [0.1, 0.1, 0.0], [0.0, -0.1, 0.0], [0.1, -0.1, 0.0], [0.1, 0.0, 0.0], [-0.1, -0.2, 0.1], [0.2, 0.0, -0.1], [-0.1, 0.2, -0.1], [0.1, 0.1, 0.2], [-0.3, 0.0, 0.0], [0.2, 0.0, -0.1], [0.2, 0.0, -0.1], [-0.6, -0.2, 0.5], [0.0, 0.0, 0.1], [0.1, 0.0, 0.0], [0.1, 0.1, 0.0], [0.0, 0.0, 0.0], [0.1, 0.0, 0.0], [0.0, 0.0, 0.2], [0.0, -0.2, 0.0], [0.1, -0.2, -0.1], [0.0, 0.2, -0.2], [0.0, 0.1, -0.1], [0.0, 0.1, 0.0], [-0.1, 0.0, 0.0], [0.0, -0.2, 0.0], [0.3, 0.2, -0.1]]
}


2.
{
  "formula": "C12H14GaN7O3S3",
  "method": "ωB97M-V with the def2-TZVPD basis set",
  "total_charge": 2,
  "relative_energy_kj_mol": 87.5,
  "gap_ev": 7.200,
  "multiplicity": 1,
  "homo_ha": -0.46859,
  "e_lumo_ev": -5.55,
  "energy_ev": -114114.759,
  "elements": ["Ga", "N", "C", "N", "C", "C", "S", "C", "C", "S", "C", "N", "N", "H", "H", "H", "H", "H", "H", "O", "C", "N", "S", "C", "C", "N", "C", "H", "H", "H", "N", "C", "C", "O", "O", "H", "H", "H", "H", "H"],
  "coordinates": [[0.12740, 0.12556, 0.25758], [-0.02527, -2.69627, 1.99126], [-0.43687, -2.75178, 0.70477], [-0.36892, -1.72673, -0.18940], [-1.14954, -2.00894, -1.39248], [-1.76345, -3.22127, -1.27947], [-1.25859, -4.16106, 0.04229], [-1.15832, -1.22337, -2.57505], [-2.12689, -1.34508, -3.58874], [-1.83048, -0.18206, -4.80413], [-0.26800, 0.20899, -3.99307], [-0.09439, -0.41703, -2.82860], [0.68385, 0.96823, -4.54042], [0.26448, -1.75263, 2.36395], [0.03337, -3.51861, 2.57371], [-2.28019, -3.62673, -2.23480], [-3.14873, -1.78306, -3.57067], [0.58317, 1.38414, -5.49509], [1.22542, 1.55980, -3.92874], [-0.50131, 3.67787, -1.40202], [-0.57621, 2.57277, -0.99475], [-0.78065, 1.47932, -0.52436], [4.05835, 0.11717, -1.86374], [4.22300, 0.99862, -0.40141], [3.04917, 0.94886, 0.33868], [2.07957, 0.10573, -0.24572], [2.46825, -0.29534, -1.47017], [5.15915, 1.49018, -0.09284], [2.90016, 1.47799, 1.28544], [1.87121, -0.84576, -2.13641], [-1.79839, 1.91270, 4.81402], [-0.46322, 1.47198, 4.14541], [-0.85781, 0.85145, 2.78924], [0.21298, 0.51973, 2.11588], [-2.00539, 0.53308, 2.44563], [-1.69193, 1.94966, 5.84074], [-2.49632, 1.21405, 4.51298], [-2.09796, 2.84106, 4.47636], [0.07556, 0.78649, 4.84551], [0.16372, 2.36029, 4.00866]],
  "forces_ev_per_a": [[0.6, -0.6, -0.6], [0.5, 2.0, -0.4], [-0.4, 0.0, -1.0], [-0.9, -0.3, 0.3], [0.0, -2.2, 3.0], [-0.2, 0.3, -3.4], [0.1, 0.8, 1.1], [-1.6, 0.1, -2.1], [-0.2, 0.6, 1.7], [1.9, 0.2, 0.5], [-1.4, -1.4, 0.6], [-0.4, 1.0, -1.4], [0.6, 1.7, -1.9], [-0.3, -1.8, -0.4], [-0.1, 0.2, -0.1], [0.9, 0.3, 2.2], [1.2, 0.1, 0.2], [-0.2, -0.8, 1.4], [0.0, -0.1, 0.1], [0.2, -1.5, 0.3], [-0.5, 1.2, 0.1], [0.0, 0.6, -0.3], [-0.3, 0.2, 0.5], [-0.8, 0.2, 1.1], [1.2, -0.8, -1.1], [0.4, 1.4, -0.8], [1.2, 0.5, 1.9], [-0.7, -0.3, -0.4], [-0.2, -0.5, -0.4], [-0.8, -0.6, -0.5], [1.2, -0.2, -0.2], [-1.0, 0.6, 0.4], [-0.9, -2.0, -0.8], [0.2, 0.1, 0.1], [1.9, 1.3, 1.4], [-0.3, -0.1, -0.5], [-0.1, 0.2, 0.1], [0.1, -0.4, 0.1], [-0.6, 0.3, -0.8], [-0.2, -0.2, 0.0]]
}


3.
{
  "formula": "C12H14N2",
  "method": "ωB97M-V with the def2-TZVPD basis set",
  "total_charge": 0,
  "relative_energy_kj_mol": 901.8,
  "gap_ev": 8.542,
  "multiplicity": 1,
  "homo_ha": -0.29402,
  "e_lumo_ev": 0.54,
  "energy_ev": -15642.674,
  "elements": ["C", "C", "C", "C", "C", "C", "C", "C", "C", "C", "C", "C", "H", "H", "H", "H", "H", "H", "H", "H", "H", "H", "H", "H", "H", "H", "N", "N"],
  "coordinates": [[-0.41941, 2.31061, 0.28778], [-1.45100, 1.37088, 1.16906], [-1.73137, 0.02875, 0.46864], [-2.92126, -0.46140, -0.16061], [-2.38409, -1.88505, -0.58337], [-1.08966, -2.05018, -0.27208], [0.63038, -0.59272, 0.07752], [1.53349, -0.54235, 1.25550], [2.79162, -0.55106, 1.18762], [3.23716, -0.13000, -0.16548], [2.40364, 0.02672, -1.28917], [1.08198, -0.35709, -1.23474], [-1.72409, 3.38319, -1.14369], [0.43137, 2.57907, -1.65982], [0.58920, 1.69610, 0.20138], [-0.28204, 3.34188, 0.86805], [-2.52053, 1.69330, 1.61953], [-1.18403, 1.30391, 2.19524], [-3.96493, -0.13392, 0.48605], [-2.91134, -2.76594, -1.10712], [-0.54399, -3.15140, -0.25116], [1.18598, -0.60415, 2.29036], [3.45799, -0.55678, 2.07449], [4.24923, 0.14974, -0.40719], [3.08866, 0.25672, -2.09495], [0.33209, -0.51210, -2.17478], [-0.74955, 2.43886, -1.09001], [-0.72078, -0.96490, 0.32708]],
  "forces_ev_per_a": [[0.9, -0.2, 2.6], [-2.1, 0.2, -1.0], [-0.9, -0.9, -0.7], [1.6, -1.7, 3.6], [-3.9, -0.6, -1.2], [-1.8, -5.4, -1.4], [1.8, 0.4, 1.2], [-7.8, -1.1, 0.3], [7.4, 2.4, -3.6], [-0.3, -0.3, 0.8], [2.9, -0.8, 1.5], [-2.9, -0.9, -0.2], [4.4, -3.3, -0.5], [-5.2, 0.5, 1.9], [-2.0, 1.5, 1.1], [0.0, -2.2, -1.0], [1.6, 0.4, -2.4], [1.9, -0.7, 0.8], [2.8, -1.1, -2.9], [0.3, 1.9, 1.1], [-1.0, 3.6, -0.3], [-1.1, -0.3, -0.5], [-0.4, -0.2, -0.9], [0.4, -0.2, 0.6], [-1.1, 0.2, -0.9], [2.0, 0.6, 2.5], [-0.1, 3.0, -2.4], [2.5, 5.0, 2.0]]
}


4.
{
  "formula": "C12H14N2O3",
  "method": "ωB97M-V with the def2-TZVPD basis set",
  "total_charge": 0,
  "relative_energy_kj_mol": 45.4,
  "gap_ev": 10.031,
  "smiles": "CCO[C@@H]1C(=O)NC(=O)N1Cc1ccccc1",
  "multiplicity": 1,
  "homo_ha": -0.34246,
  "e_lumo_ev": 0.71,
  "energy_ev": -21794.853,
  "elements": ["C", "C", "O", "C", "C", "O", "N", "C", "O", "N", "C", "C", "C", "C", "C", "C", "C", "H", "H", "H", "H", "H", "H", "H", "H", "H", "H", "H", "H", "H", "H"],
  "coordinates": [[-4.40699, -0.96101, -0.08386], [-2.94497, -1.30393, -0.34115], [-2.12437, -1.03859, 0.79715], [-1.38118, 0.13461, 0.77508], [-2.14525, 1.43429, 0.43235], [-3.09742, 1.89655, 0.99797], [-1.50490, 1.95233, -0.64891], [-0.41493, 1.16962, -1.08489], [0.27611, 1.41635, -2.03395], [-0.34130, 0.12338, -0.23189], [0.67101, -0.90805, -0.32688], [2.04785, -0.38742, 0.00246], [2.24649, 0.45835, 1.08607], [3.51083, 0.93498, 1.38210], [4.59276, 0.56613, 0.60136], [4.40281, -0.27790, -0.47885], [3.13657, -0.74843, -0.77855], [-4.52816, 0.09784, 0.12583], [-5.00114, -1.22216, -0.95545], [-4.76734, -1.52262, 0.77344], [-2.84259, -2.37767, -0.52772], [-2.56486, -0.76444, -1.21653], [-0.96093, 0.21290, 1.78903], [-1.77426, 2.80662, -1.11422], [0.66768, -1.31421, -1.34337], [0.37738, -1.69978, 0.36890], [1.40746, 0.75241, 1.70039], [3.65091, 1.59607, 2.22460], [5.57946, 0.93870, 0.83252], [5.24182, -0.56595, -1.09462], [2.99144, -1.39899, -1.62843]],
  "forces_ev_per_a": [[0.4, 0.0, 0.1], [-0.3, -0.1, -0.2], [-0.2, 0.0, 0.2], [0.3, -0.2, 0.3], [0.1, -0.1, 0.0], [-0.2, 0.0, 0.2], [0.1, 0.3, -0.4], [-0.3, 0.3, 0.0], [0.3, 0.0, -0.3], [-0.2, -0.3, 0.3], [0.0, 0.1, -0.1], [0.1, 0.0, 0.0], [0.0, -0.1, -0.1], [0.0, 0.0, 0.1], [0.1, 0.0, 0.0], [0.1, 0.0, 0.0], [-0.1, 0.0, 0.1], [-0.1, 0.0, 0.0], [-0.1, 0.0, -0.1], [-0.1, -0.1, 0.1], [0.0, 0.2, -0.1], [0.0, -0.1, 0.0], [-0.1, 0.1, -0.2], [0.0, -0.1, 0.0], [0.0, -0.1, 0.1], [0.0, 0.0, -0.1], [-0.1, 0.0, 0.1], [0.0, 0.1, 0.1], [0.1, 0.0, 0.0], [0.1, 0.0, -0.1], [0.0, 0.0, -0.1]]
}


5.
{
  "formula": "C12H14N2PSTi",
  "method": "ωB97M-V with the def2-TZVPD basis set",
  "total_charge": 0,
  "gap_ev": [4.392, 4.685],
  "multiplicity": 2,
  "homo_ha": [-0.20177, -0.20154],
  "e_lumo_ev": [-1.10, -0.80],
  "energy_ev": -58883.781,
  "elements": ["C", "C", "C", "C", "C", "Ti", "P", "H", "H", "H", "H", "H", "H", "H", "H", "N", "C", "N", "C", "C", "C", "C", "C", "C", "S", "H", "H", "H", "H", "H", "H"],
  "coordinates": [[-0.61658, 1.13771, -2.77502], [-1.11707, 2.21397, -3.57297], [-0.06366, 3.15477, -3.77511], [1.10548, 2.66393, -3.10472], [0.78482, 1.42573, -2.48558], [0.29335, -1.71961, -0.81273], [-1.10133, -3.72366, -1.05128], [-1.17226, 0.26033, -2.43226], [-2.12979, 2.30270, -3.95415], [-0.13676, 4.08290, -4.33786], [1.46460, 0.80428, -1.90046], [2.07382, 3.16023, -3.06681], [-0.64103, -4.75920, -1.93216], [-2.35981, -3.47647, -1.70279], [-1.59875, -4.56668, 0.00491], [2.15700, -2.05308, -0.06850], [1.11011, -1.93659, 0.97425], [0.08120, -0.95215, 0.77254], [-0.29786, -0.30205, 1.93233], [-1.24705, 0.73097, 1.96071], [-1.33325, 1.49634, 3.12278], [-0.39239, 1.33244, 4.15697], [0.54783, 0.29288, 4.11865], [0.54707, -0.57297, 3.02064], [1.65724, -1.89168, 2.62718], [2.53355, -3.00121, -0.14646], [2.93665, -1.45902, 0.22759], [-1.85629, 0.92749, 1.07367], [-2.12646, 2.23868, 3.22365], [-0.38955, 2.02912, 4.99407], [1.28716, 0.15991, 4.90891]],
  "forces_ev_per_a": [[1.3, 0.8, -0.1], [0.8, -0.2, 0.4], [0.2, -1.2, 0.7], [-0.8, -0.3, -0.1], [-1.3, 0.3, -0.6], [-1.3, 0.1, -5.2], [-1.4, -1.1, -0.4], [-0.1, 0.0, 0.0], [0.2, 0.0, 0.1], [0.0, -0.2, 0.2], [0.0, 0.1, 0.1], [-0.2, -0.1, 0.0], [-0.2, 0.4, 0.4], [0.5, -0.3, 0.3], [0.4, 0.5, -0.5], [1.6, 0.5, 1.3], [0.2, -0.8, 1.1], [0.1, 0.8, 2.2], [0.5, 0.9, -0.1], [0.1, -0.3, 0.3], [0.2, -0.1, 0.0], [-0.1, -0.4, -0.2], [-0.2, -0.2, -0.1], [-0.3, 0.7, -0.1], [0.0, -0.1, 0.9], [-0.4, 0.3, 0.4], [0.1, 0.3, -0.9], [0.2, 0.0, 0.4], [0.4, 0.0, -0.1], [-0.1, -0.3, -0.1], [-0.3, 0.1, -0.1]]
}


6.
{
  "formula": "C12H14N2S2",
  "method": "ωB97M-V with the def2-TZVPD basis set",
  "total_charge": 0,
  "gap_ev": 8.588,
  "smiles": "Cc1sccc1Sc1nccnc1C(C)C",
  "multiplicity": 1,
  "homo_ha": -0.30807,
  "e_lumo_ev": 0.20,
  "energy_ev": -37321.184,
  "elements": ["C", "C", "S", "C", "C", "C", "S", "C", "N", "C", "C", "N", "C", "C", "C", "C", "H", "H", "H", "H", "H", "H", "H", "H", "H", "H", "H", "H", "H", "H"],
  "coordinates": [[-0.16766, 1.67843, 3.82038], [-0.63342, 2.15401, 2.44821], [-0.46662, 3.85467, 1.98061], [-0.92659, 3.47331, 0.33346], [-1.30276, 2.14726, 0.19560], [-1.03241, 1.35875, 1.39839], [-1.33931, -0.39916, 1.45572], [-0.62953, -1.01957, -0.07492], [-1.40978, -0.82635, -1.12956], [-0.94486, -1.25355, -2.31241], [0.32706, -1.85903, -2.43773], [1.10471, -2.07640, -1.35734], [0.66537, -1.61202, -0.15754], [1.56805, -1.95552, 0.99869], [0.90004, -2.94902, 1.93499], [2.15193, -0.73032, 1.70852], [0.87529, 1.89898, 3.98025], [-0.28756, 0.60213, 3.90244], [-0.76246, 2.20241, 4.62405], [-0.97779, 4.18149, -0.49656], [-1.63890, 1.69167, -0.73150], [-1.54730, -1.10798, -3.21430], [0.65150, -2.21110, -3.40480], [2.43174, -2.48494, 0.56847], [1.61565, -3.44587, 2.57727], [0.07735, -2.49207, 2.52689], [0.36155, -3.72165, 1.33767], [2.88134, -1.03418, 2.50180], [1.35881, -0.13446, 2.23881], [2.67863, -0.07140, 0.99892]],
  "forces_ev_per_a": [[-1.3, 1.0, 0.1], [0.7, -0.4, 0.1], [-0.3, -1.5, -0.8], [-0.8, -1.4, -0.1], [1.2, 0.7, 0.7], [-0.4, 1.3, -0.8], [0.1, 0.1, 0.6], [0.7, 0.6, 0.1], [0.4, -0.6, -0.9], [1.0, -0.2, 0.0], [-1.0, 0.3, 1.5], [-0.9, 0.9, -0.2], [-0.5, -0.7, -1.2], [0.6, 0.1, 0.2], [-1.7, -0.3, -0.2], [-0.2, 0.6, 1.0], [0.4, 0.2, 0.0], [-0.2, 0.0, 0.0], [0.6, -0.7, -0.7], [0.0, 0.0, 0.7], [0.0, 0.2, 0.2], [0.0, 0.0, 0.5], [0.3, -0.1, 0.0], [-0.4, 0.2, -0.2], [0.1, 0.0, 0.2], [0.8, -0.1, -0.1], [0.6, 0.3, 0.3], [-0.5, 0.1, -0.7], [0.7, -0.5, -0.6], [-0.2, -0.2, 0.3]]
}